The following is a quantum chemistry calculation of one molecule with the formula C4H8N4 in a non-equilibrium geometry, from the Open Molecules 2025 dataset.

Computed properties:
Kohn-Sham gap = 8.9 eV
E = -376.04749 hartree
LUMO = 0.602 eV
HOMO energy = -8.34 eV
F_max = 6.87 eV/A
energy relative to the best compared isomer or geometry (same formula, charge and spin) = 5.469 eV

```
16
Properties=species:S:1:pos:R:3:forces:R:3
C 1.6929 -1.8954 0.3623 -0.119 -0.361 -0.183
C -0.8474 -0.2742 -1.4351 3.146 -5.473 -2.698
C -0.5319 2.0920 -0.3069 -1.338 -0.568 0.866
C -1.3112 1.0739 0.5758 -3.255 -0.097 -0.011
H 2.3183 -1.0089 1.9412 0.257 -1.158 -0.587
H 1.7097 -2.6407 -0.5279 0.300 1.072 1.883
H 0.4944 -0.3503 0.7856 -0.717 4.136 2.829
H -1.1899 -0.4520 -2.5126 0.343 0.168 1.704
H 0.6213 2.1565 -0.0205 -2.643 0.151 -1.347
H -1.3204 2.9742 -0.6282 3.130 -1.780 0.983
H -1.0701 0.2267 1.3399 0.274 2.091 -1.384
H -2.4229 1.3935 0.7530 2.175 -0.467 0.204
N 2.5409 -1.8456 1.3338 -1.232 0.925 -0.879
N 0.5759 -1.0445 0.1849 2.616 -5.441 -2.436
N -0.0516 -1.2409 -0.9868 -2.343 2.581 -1.778
N -1.2081 0.8357 -0.8585 -0.595 4.222 2.831
```
Positions in Å, forces in eV/Å.

natural (NBO) atomic charge list, values in e, 8 entries: number 1, C, carries 0.28; number 2, C, carries 0.20; number 3, C, carries -0.27; number 4, C, carries -0.28; number 5, H, carries 0.32; number 6, H, carries 0.19; number 7, H, carries 0.36; number 8, H, carries 0.19